A structure of composition C12H40BInO11 in a non-equilibrium geometry. Source: the OMol25 dataset; level of theory: ωB97M-V/def2-TZVPD.

Each line ends with the natural charge from an NBO analysis.
Cartesian coordinates (Å):
1 In -1.744961 -0.075541 1.943594  1.392
2 B 0.234870 -0.899902 -0.208432  -0.903
3 H 1.176425 -1.157774 -0.856507  0.113
4 H -0.709083 -1.253947 -0.775204  0.007
5 H 0.287273 -1.385958 0.842287  0.060
6 H 0.176101 0.259864 -0.044657  0.094
7 C 2.899950 3.649682 -2.439249  -0.653
8 C 1.709844 2.712536 -2.264712  -0.062
9 O 2.044080 1.701837 -1.280492  -0.718
10 H 3.490787 3.184724 -3.239536  0.226
11 H 3.617939 3.503374 -1.632589  0.236
12 H 2.622393 4.636611 -2.789006  0.239
13 H 1.446741 2.247245 -3.217051  0.197
14 H 0.820685 3.135153 -1.772582  0.158
15 H 1.529266 0.903961 -1.460761  0.479
16 C 2.790141 -0.443592 2.019797  -0.098
17 C 3.655535 0.578867 2.744186  -0.097
18 O 3.236118 1.911011 2.573346  -0.661
19 O 3.014806 -0.356135 0.635910  -0.597
20 H 1.747916 -0.293766 2.313646  0.174
21 H 2.988606 -1.451805 2.404894  0.212
22 H 4.642075 0.423224 2.288414  0.195
23 H 3.875429 0.336949 3.784701  0.210
24 H 3.858259 2.325253 1.963609  0.493
25 H 2.154446 -0.603997 0.211541  0.511
26 C -3.188078 0.106630 -1.460254  -0.094
27 C -4.478081 -0.495641 -0.815148  -0.097
28 O -4.343186 -0.705106 0.597979  -0.745
29 O -2.456156 1.056813 -0.705914  -0.717
30 H -3.502934 0.529359 -2.412026  0.205
31 H -2.553206 -0.776990 -1.531143  0.180
32 H -4.582900 -1.496136 -1.240770  0.188
33 H -5.319160 0.141012 -1.092605  0.192
34 H -5.262724 -0.780368 0.887231  0.507
35 H -2.678173 1.951379 -0.984462  0.501
36 C -1.312328 3.453572 2.441358  -0.101
37 C -0.153467 3.446217 1.444652  -0.099
38 O 0.079666 2.081317 1.102591  -0.744
39 O -2.423996 2.773058 1.893579  -0.749
40 H -1.492102 4.500910 2.694351  0.212
41 H -0.942353 3.037027 3.379273  0.191
42 H 0.732252 3.814928 1.972633  0.203
43 H -0.352175 4.143191 0.625329  0.190
44 H 0.797615 2.053087 0.447418  0.521
45 H -3.114866 3.373812 1.597323  0.510
46 C -0.031360 -1.456661 -3.796108  -0.102
47 C 0.060899 -2.862691 -3.166525  -0.087
48 O 1.028224 -3.678550 -3.768146  -0.601
49 O 0.591453 -0.398961 -3.100468  -0.633
50 H -1.112153 -1.259922 -3.763253  0.202
51 H 0.306212 -1.490054 -4.827943  0.233
52 H -0.874558 -3.379478 -3.384467  0.209
53 H 0.209104 -2.814971 -2.074928  0.206
54 H 1.887992 -3.237141 -3.678385  0.481
55 H 0.320625 -0.551769 -2.168118  0.515
56 C -0.998139 -3.813239 1.622062  -0.101
57 C -0.174419 -3.575980 2.861849  -0.095
58 O -0.081592 -2.155429 3.153667  -0.749
59 O -2.102389 -2.921588 1.527946  -0.740
60 H -1.356508 -4.839883 1.770469  0.210
61 H -0.443100 -3.874830 0.684082  0.186
62 H 0.767089 -4.128808 2.809480  0.211
63 H -0.644463 -3.943558 3.778320  0.194
64 H 0.379265 -2.098257 3.999805  0.498
65 H -2.751468 -3.314173 0.934120  0.503

Force components x, y, z for each atom (eV/Å):
0.718 -0.147 -1.734
-2.176 0.147 0.879
1.793 -0.291 -0.424
-1.138 -0.387 -0.409
0.360 -1.434 1.116
0.048 1.317 -0.696
0.284 -1.766 -0.925
-0.263 -0.047 1.248
0.387 -0.269 -0.220
-0.129 0.303 -0.254
-0.448 0.923 0.540
0.169 0.253 0.535
-0.233 -0.051 0.114
-0.013 0.746 -0.875
0.233 0.307 -0.150
-0.811 -0.008 0.560
1.965 -0.190 -0.643
-0.137 -0.359 0.067
-1.046 -0.275 0.378
-0.239 0.259 -0.450
0.640 -0.055 -0.036
0.024 0.279 -0.076
-0.873 0.000 0.247
-0.207 0.095 -0.002
1.010 0.406 0.194
-0.608 -0.954 0.705
0.835 0.387 -0.360
-0.069 0.525 -0.218
-0.188 -0.352 0.415
0.305 -0.277 -0.245
0.406 0.367 -0.562
-0.270 0.231 -0.449
-0.234 -0.120 0.488
0.283 -0.046 0.585
-0.070 0.022 0.181
1.288 1.084 -0.480
0.118 -0.066 1.321
-0.492 0.488 -0.309
-0.149 -0.740 0.497
-0.483 -0.022 -0.162
-0.459 -0.676 -0.016
-0.014 0.176 -0.067
-0.071 -0.506 -0.436
0.402 -0.288 0.005
0.027 0.048 0.125
-0.592 0.679 0.262
0.266 -1.221 -0.710
0.223 0.712 0.331
0.103 -0.899 0.325
-0.074 0.069 -0.238
0.143 0.089 0.035
-0.065 0.075 0.243
-0.010 0.386 0.064
0.003 -0.312 -0.087
-0.125 0.462 -0.429
-0.149 -1.204 0.098
-0.747 0.600 1.144
0.735 0.042 -0.535
0.091 0.471 0.234
-0.228 0.054 -0.106
0.290 0.583 0.108
0.308 0.567 -0.333
-0.440 -0.575 -0.452
-0.110 0.223 0.008
-0.097 0.162 0.035

As for the HOMO energy: -15.0613 eV. Its orbital gap is 3.00 eV. For the energy above the lowest of the compared OMol25 structures with the same formula, charge and spin, the calculation gives 19.9 kcal/mol. The net charge is +2.

=====

A cluster of 2 separate species, C4H6N2O2 in total. Source: the OMol25 dataset; level of theory: ωB97M-V/def2-TZVPD.

Each line ends with the natural charge from an NBO analysis.
Cartesian coordinates (Å):
1 C 0.202007 1.562524 0.374849  -0.743
2 C 1.305367 -0.331473 -0.928820  0.557
3 C 0.418177 0.097946 0.256315  0.533
4 N 1.354301 -1.667265 -1.058529  -0.799
5 C -2.738514 -0.288367 1.014735  0.106
6 N -2.893500 0.641762 0.376230  -0.347
7 O 1.878964 0.463203 -1.640091  -0.583
8 O -0.058640 -0.743307 0.986996  -0.557
9 H 0.859828 -2.234982 -0.388563  0.415
10 H 1.906929 -2.098490 -1.779684  0.407
11 H -2.593149 -1.151135 1.608480  0.237
12 H 0.960047 2.100436 -0.187370  0.256
13 H -0.780149 1.779806 -0.052062  0.277
14 H 0.178332 1.869341 1.417515  0.240

Force components x, y, z for each atom (eV/Å):
0.017 0.168 0.064
0.089 -0.440 -0.143
-0.052 0.178 0.138
-0.047 -0.387 0.046
-0.089 -0.278 0.209
-0.237 0.581 -0.412
-0.006 0.200 0.006
0.256 0.065 -0.112
0.055 0.050 -0.064
-0.010 0.125 0.020
0.076 -0.274 0.194
-0.025 0.040 0.037
-0.003 0.024 -0.037
-0.022 -0.051 0.054

As for the HOMO energy: -9.7395 eV. Its orbital gap is 9.87 eV. For the energy above the lowest of the compared OMol25 structures with the same formula, charge and spin, the calculation gives 22.1 kcal/mol. The SMILES is CC(=O)C(N)=O.C#N.